The following is a quantum chemistry calculation of a molecular structure, C8H9F5N2SSbScSe4 in a non-equilibrium geometry, from the Open Molecules 2025 dataset.

Results
- ΔE to the lowest compared entry with this formula, charge and spin (kJ/mol) = 20.9
- LUMO level (eV) = -0.97
- orbital gap (Ha) = 0.24898
- multiplicity = 1

Each line ends with the natural charge from an NBO analysis.
CARTESIAN COORDINATES (ANGSTROEM)
Sc: -0.732 -0.733 -1.923  1.026
F: -2.019 4.047 1.989  -0.280
C: -2.037 3.381 0.838  0.261
C: -0.931 2.664 0.428  0.318
F: 0.172 2.613 1.182  -0.301
C: -0.991 1.995 -0.775  0.260
F: 0.114 1.274 -1.153  -0.311
C: -2.101 1.951 -1.602  -0.255
S: -2.117 1.009 -3.083  -0.210
C: -3.196 2.693 -1.156  0.333
F: -4.309 2.728 -1.881  -0.279
C: -3.167 3.394 0.035  0.286
F: -4.232 4.087 0.430  -0.278
Se: 1.219 -4.485 0.196  -0.720
Sb: -0.699 -3.556 -0.976  0.970
Se: 0.196 -2.637 -3.224  -0.506
Se: -1.322 -1.332 0.403  -0.656
Se: -2.703 -4.768 -1.338  -0.549
N: 1.916 -1.929 2.131  -0.751
C: 2.842 -0.982 1.444  -0.236
C: 2.127 -0.197 0.344  -0.248
N: 1.781 -0.943 -0.882  -0.873
H: 2.313 -2.301 2.992  0.425
H: 1.713 -2.783 1.509  0.445
H: 1.009 -1.496 2.326  0.446
H: 3.663 -1.581 1.051  0.224
H: 3.232 -0.293 2.190  0.221
H: 2.739 0.666 0.084  0.222
H: 1.206 0.201 0.774  0.215
H: 1.862 -1.952 -0.741  0.411
H: 2.453 -0.733 -1.613  0.389

=====

The following is a quantum chemistry calculation of 8 unconnected molecules or ions with the total composition C37H61NO22 in a non-equilibrium geometry, from the Open Molecules 2025 dataset.

Results
- ΔE to the lowest compared entry with this formula, charge and spin (kJ/mol) = 0.0
- LUMO level (eV) = 0.26
- orbital gap (Ha) = 0.31378
- multiplicity = 1

Each line ends with the Löwdin charge.
CARTESIAN COORDINATES (ANGSTROEM)
C: 6.358 -5.674 -10.256  -0.010
C: 4.982 -5.446 -10.874  -0.505
C: 5.135 -4.603 -12.165  -0.038
C: 4.316 -6.758 -11.307  -0.127
C: 3.808 -7.613 -10.147  -0.164
C: 2.888 -6.808 -9.242  -0.147
C: 3.438 -5.429 -8.898  -0.508
C: 2.285 -4.575 -8.329  -0.039
C: 4.440 -5.588 -7.725  -0.025
N: 3.960 -4.730 -10.072  -0.093
O: 4.297 -3.399 -9.695  -0.025
H: 7.025 -6.141 -10.982  0.100
H: 6.755 -4.675 -10.050  0.075
H: 6.341 -6.291 -9.364  0.057
H: 5.566 -5.202 -12.969  0.085
H: 4.178 -4.190 -12.476  0.083
H: 5.851 -3.804 -11.947  0.072
H: 3.575 -6.598 -12.087  0.121
H: 5.152 -7.352 -11.698  0.122
H: 3.286 -8.495 -10.521  0.117
H: 4.645 -7.985 -9.558  0.082
H: 2.715 -7.330 -8.290  0.121
H: 1.842 -6.777 -9.577  0.119
H: 2.732 -3.803 -7.703  0.059
H: 1.774 -5.203 -7.589  0.084
H: 1.554 -4.239 -9.058  0.087
H: 3.942 -5.609 -6.754  0.086
H: 5.171 -4.778 -7.757  0.071
H: 4.996 -6.528 -7.749  0.068
H: 3.847 -2.892 -10.377  0.097
C: 8.655 -11.085 -6.167  -0.040
C: 7.489 -10.252 -6.641  -0.306
C: 7.903 -8.802 -6.975  -0.078
O: 7.217 -8.581 -8.218  0.051
C: 6.772 -9.751 -8.733  -0.564
O: 6.221 -9.887 -9.774  0.163
O: 7.100 -10.768 -7.915  0.082
H: 9.524 -10.972 -6.819  0.088
H: 8.496 -12.160 -6.066  0.085
H: 8.993 -10.797 -5.164  0.089
H: 6.648 -10.351 -5.954  0.155
H: 8.979 -8.774 -7.141  0.130
H: 7.659 -8.082 -6.204  0.117
C: 9.687 -2.842 -9.858  -0.020
C: 9.517 -3.232 -8.418  -0.312
C: 8.387 -2.481 -7.716  -0.078
O: 7.632 -3.501 -7.015  0.060
C: 8.162 -4.695 -7.352  -0.583
O: 7.861 -5.733 -6.849  0.144
O: 9.056 -4.586 -8.345  0.087
H: 8.735 -2.905 -10.397  0.085
H: 10.287 -3.596 -10.367  0.093
H: 10.051 -1.822 -9.941  0.087
H: 10.449 -3.113 -7.863  0.128
H: 7.836 -1.902 -8.460  0.119
H: 8.723 -1.771 -6.963  0.115
C: 11.901 -4.256 -5.573  -0.005
C: 10.896 -3.789 -4.553  -0.312
C: 11.424 -3.242 -3.222  -0.100
O: 10.416 -2.316 -2.854  0.076
C: 9.619 -2.050 -3.925  -0.552
O: 8.812 -1.180 -3.887  0.169
O: 9.895 -2.848 -4.974  0.080
H: 11.536 -5.103 -6.152  0.088
H: 12.886 -4.404 -5.136  0.088
H: 12.057 -3.497 -6.353  0.082
H: 10.301 -4.657 -4.242  0.154
H: 12.382 -2.719 -3.312  0.134
H: 11.605 -4.106 -2.584  0.137
C: 4.992 -2.260 -4.419  -0.010
C: 5.433 -1.139 -5.330  -0.306
C: 4.793 -1.151 -6.728  -0.070
O: 4.070 0.092 -6.724  0.055
C: 4.233 0.773 -5.568  -0.567
O: 3.747 1.836 -5.354  0.154
O: 4.997 0.074 -4.701  0.089
H: 5.456 -2.170 -3.437  0.086
H: 5.312 -3.208 -4.861  0.084
H: 3.911 -2.256 -4.282  0.095
H: 6.495 -1.061 -5.564  0.136
H: 4.101 -1.978 -6.883  0.119
H: 5.553 -1.166 -7.505  0.111
C: 11.385 0.439 -6.892  -0.013
C: 11.450 1.809 -7.528  -0.305
C: 12.013 2.901 -6.609  -0.066
O: 13.351 3.075 -7.108  0.062
C: 13.506 2.418 -8.276  -0.582
O: 14.506 2.385 -8.911  0.157
O: 12.353 1.820 -8.638  0.086
H: 10.776 0.534 -5.992  0.091
H: 12.365 -0.027 -6.771  0.097
H: 10.864 -0.257 -7.554  0.075
H: 10.454 2.032 -7.911  0.150
H: 12.070 2.535 -5.587  0.130
H: 11.511 3.861 -6.695  0.133
C: 5.537 1.667 -12.754  -0.017
C: 5.531 2.188 -11.310  -0.310
C: 4.584 1.415 -10.388  -0.049
O: 5.502 0.761 -9.482  0.056
C: 6.751 1.191 -9.654  -0.562
O: 7.699 0.914 -8.990  0.148
O: 6.829 1.996 -10.753  0.080
H: 6.469 1.989 -13.216  0.087
H: 4.749 2.161 -13.326  0.086
H: 5.416 0.586 -12.765  0.085
H: 5.285 3.249 -11.316  0.149
H: 3.991 0.632 -10.848  0.131
H: 3.998 2.083 -9.760  0.138
C: 16.929 -2.936 -8.187  -0.012
C: 16.099 -1.897 -8.948  -0.274
C: 16.090 -1.991 -10.487  -0.079
O: 14.710 -2.033 -10.839  0.069
C: 13.937 -2.079 -9.726  -0.559
O: 12.753 -2.029 -9.733  0.161
O: 14.718 -2.179 -8.639  0.061
H: 17.299 -3.663 -8.914  0.078
H: 16.317 -3.415 -7.431  0.083
H: 17.824 -2.521 -7.724  0.081
H: 16.321 -0.890 -8.593  0.151
H: 16.619 -2.858 -10.881  0.127
H: 16.486 -1.087 -10.947  0.135

=====

Number 1: E -11924.0932 a.u.. Number 2: E -3156.5488 a.u..